1.
21
Properties=species:S:1:pos:R:3:lowdin_charge:R:1 method="wB97M-V/def2-TZVPD" multiplicity=1 energy_ha=-763.57962 smiles=C[C@@H](CS)NCO.O homo_lumo_gap_ha=0.3537 homo_ev=-9.01
C 0.41 1.36 -1.14 -0.0935
C -0.53 0.20 -1.03 -0.4831
C -0.02 -1.14 -1.48 -0.5237
S 1.46 -1.72 -0.58 0.6972
N -1.10 0.17 0.36 -0.0127
C -2.35 -0.51 0.43 -0.2873
O -3.46 0.28 -0.02 -0.0719
H 0.77 1.81 -0.22 0.0711
H 1.45 1.19 -1.52 0.0809
H 0.07 2.25 -1.71 0.0865
H -1.33 0.50 -1.75 0.1359
H 0.48 -1.12 -2.48 0.0763
H -0.77 -1.94 -1.45 0.0654
H 0.97 -1.42 0.60 -0.1666
H -1.04 1.13 0.67 0.1087
H -2.71 -0.57 1.49 0.1317
H -2.38 -1.49 -0.03 0.1181
H -3.72 0.21 -0.93 0.0674
O 3.34 2.47 3.36 -0.0784
H 3.55 1.81 2.68 0.0363
H 4.25 2.71 3.61 0.0417

2.
21
Properties=species:S:1:pos:R:3:lowdin_charge:R:1 method="wB97M-V/def2-TZVPD" multiplicity=1 energy_ha=-440.67765 smiles="CCCNC=O.O.O" homo_lumo_gap_ha=0.3825 homo_ev=-9.75
C 1.95 1.36 -1.07 -0.1159
C 1.41 0.14 -0.35 -0.2597
C 0.70 -0.83 -1.25 -0.1828
N -0.74 -0.45 -1.54 0.0327
C -1.73 -0.95 -0.77 -0.3610
O -1.49 -1.65 0.21 -0.0201
H 2.51 2.10 -0.49 0.0709
H 1.02 1.87 -1.49 0.0877
H 2.49 1.11 -1.96 0.0562
H 0.67 0.41 0.42 0.0990
H 2.29 -0.43 0.03 0.1205
H 0.51 -1.81 -0.80 0.1123
H 1.15 -0.98 -2.22 0.1155
H -0.88 0.16 -2.32 0.1236
H -2.75 -0.66 -1.00 0.1296
O -0.35 -0.59 2.70 -0.0561
H -0.24 -1.53 2.56 0.0421
H -0.01 -0.31 3.56 0.0544
O -2.51 1.26 1.85 -0.0753
H -1.58 1.36 1.62 0.0064
H -2.42 0.40 2.30 0.0199

3.
21
Properties=species:S:1:pos:R:3:lowdin_charge:R:1 method="wB97M-V/def2-TZVPD" multiplicity=1 energy_ha=-440.63244 smiles="CC(=O)N(C)C.O.O" homo_lumo_gap_ha=0.3545 homo_ev=-9.14
C -0.94 -0.39 -1.64 -0.0168
C -0.20 0.78 -1.18 -0.4741
O -0.64 1.92 -1.19 0.0418
N 0.89 0.68 -0.24 -0.1296
C 1.85 1.76 -0.07 -0.0840
C 1.52 -0.72 -0.12 -0.0469
H -1.12 -0.52 -2.70 0.0854
H -0.34 -1.30 -1.54 0.0531
H -1.96 -0.58 -1.10 0.1253
H 1.36 2.76 -0.13 0.0931
H 2.68 1.83 -0.80 0.0880
H 2.30 1.63 0.87 0.0615
H 1.13 -1.30 0.67 0.0443
H 1.44 -1.24 -1.03 0.0457
H 2.62 -0.68 -0.06 0.0924
O -2.05 -2.21 0.85 -0.0270
H -1.75 -3.08 0.99 0.0252
H -2.06 -1.60 1.55 -0.0139
O -0.35 -0.77 2.56 -0.0398
H -0.28 0.10 2.21 0.0235
H 0.54 -0.90 2.92 0.0527

4.
21
Properties=species:S:1:pos:R:3:lowdin_charge:R:1 method="wB97M-V/def2-TZVPD" multiplicity=1 energy_ha=-440.61872 smiles="CC(C)NC=O.O.O" homo_lumo_gap_ha=0.3563 homo_ev=-9.16
C 1.66 -0.73 0.39 -0.0282
C 1.04 -0.62 -1.07 -0.4412
C 1.93 -0.03 -2.13 -0.0889
N -0.24 -0.03 -1.19 0.0397
C -0.46 1.21 -0.44 -0.3081
O 0.17 1.59 0.50 0.0240
H 2.68 -0.94 0.35 0.0512
H 1.09 -1.34 1.00 0.0484
H 1.71 0.25 0.87 0.0611
H 0.94 -1.72 -1.37 0.1424
H 1.39 -0.08 -3.17 0.1074
H 2.04 1.04 -1.96 0.0697
H 2.92 -0.42 -2.35 0.0705
H -0.92 -0.18 -1.90 0.1123
H -1.18 1.89 -0.88 0.1216
O -3.07 0.79 1.04 -0.0096
H -3.61 0.23 1.39 -0.0749
H -2.67 1.04 1.87 0.0256
O -2.05 -0.35 2.99 -0.0706
H -1.27 -0.28 3.48 0.0152
H -2.10 -1.31 2.58 0.1325